Here is a molecular structure, C47H41N7O6P2S2Sn from the Open Molecules 2025 dataset. Energies are from ωB97M-V with the def2-TZVPD basis set.

Calculated values
HOMO energy: -7.18 eV
Kohn-Sham gap: 6.129 eV
Relative energy (zero: lowest compared OMol25 entry of this formula, charge and spin): 0.0 kJ/mol
LUMO energy: -1.1 eV

The geometry in ORCA input format:
```
! wB97M-V def2-TZVPD RIJCOSX def2/J DEFGRID3
* xyz 0 1
Sn 1.01439 0.18565 -1.79512
C -2.87271 -0.37779 2.58798
N -1.90173 0.16705 1.60229
P -0.38562 0.38659 2.24617
C -0.66896 1.12391 3.87952
C -0.64019 0.35011 5.03739
C -0.90802 0.92781 6.26938
C -1.21953 2.27620 6.35263
C -1.26943 3.04826 5.20000
C -0.99414 2.47738 3.96842
C 0.37435 -1.21943 2.53193
C -0.14278 -2.32378 1.86518
C 0.40081 -3.58355 2.07351
C 1.47840 -3.73787 2.92713
C 1.99903 -2.63922 3.60278
C 1.44400 -1.38797 3.41930
P -2.28363 0.09147 -0.12057
C -3.97777 0.79111 0.02368
C -4.98156 0.33341 -0.82950
C -6.25502 0.88231 -0.78385
C -6.54602 1.89134 0.12095
C -5.55259 2.35650 0.97162
C -4.27684 1.81752 0.91701
C -2.69362 -1.63346 -0.56094
C -3.37572 -2.61146 0.16962
C -3.64449 -3.84585 -0.39698
C -3.27272 -4.11473 -1.71136
C -2.61850 -3.14850 -2.45467
C -2.31551 -1.92194 -1.87438
H -2.92257 0.25419 3.47213
H -2.60661 -1.39133 2.89411
H -3.85779 -0.38336 2.13216
H -0.41838 -0.70744 4.98244
H -0.87585 0.31947 7.16337
H -1.42701 2.72578 7.31471
H -1.51617 4.09993 5.25853
H -1.03923 3.09724 3.08245
H -0.95410 -2.20853 1.16105
H -0.00534 -4.43363 1.54390
H 1.92504 -4.71416 3.06165
H 2.84515 -2.75797 4.26579
H 1.84385 -0.54174 3.96378
H -4.77388 -0.46552 -1.53090
H -7.02200 0.51156 -1.45148
H -7.54078 2.31521 0.16370
H -5.76977 3.14629 1.67944
H -3.51114 2.18897 1.58909
H -3.71474 -2.41986 1.17690
H -4.16131 -4.59929 0.18380
H -3.48847 -5.08186 -2.14664
H -2.30633 -3.34695 -3.47138
H -1.75189 -1.19754 -2.45328
C -3.96361 5.26471 -2.20317
C -3.54582 4.01959 -2.64740
C -2.65418 3.27814 -1.88624
C -2.17875 3.79789 -0.69214
C -2.59193 5.04704 -0.23890
C -3.48807 5.77561 -0.99920
N -1.21430 2.98441 -0.02051
N -0.53002 3.59283 0.81164
C 0.62984 2.88539 1.23915
C 1.72898 3.72605 1.30764
C 3.01298 3.23410 1.48820
C 3.20846 1.87235 1.56459
C 2.11119 1.02363 1.56092
C 0.79699 1.49678 1.45466
H -4.66158 5.84253 -2.79491
H -3.91059 3.62469 -3.58615
H -2.29847 2.30867 -2.21370
H -2.20428 5.43259 0.69393
H -3.82008 6.74679 -0.65583
H 1.55070 4.78281 1.15940
H 3.85352 3.91406 1.51476
H 4.19868 1.44360 1.60183
H 2.29981 -0.03620 1.60959
N 7.20458 -1.90459 -5.90697
C 6.53735 -1.39738 -4.79353
C 6.51876 -2.11251 -3.59458
C 5.85672 -1.61242 -2.49190
C 5.21139 -0.38566 -2.57933
C 5.24936 0.35147 -3.75318
C 5.92062 -0.14729 -4.85179
S 4.28891 0.20440 -1.20948
O 3.85111 1.56344 -1.47157
O 5.11574 -0.00438 -0.04227
N 2.90533 -0.61664 -1.03905
C 2.60473 -1.96243 -1.35248
N 3.43533 -2.96764 -0.83979
C 2.87249 -4.13781 -0.77908
C 1.49817 -4.38171 -1.00731
C 0.70462 -3.26066 -1.07520
N 1.21688 -2.03645 -1.10415
H 7.29986 -2.90743 -5.91419
H 6.86513 -1.55609 -6.78926
H 7.00980 -3.07709 -3.53952
H 5.81163 -2.17683 -1.57129
H 4.73294 1.29877 -3.80025
H 5.94252 0.41749 -5.77612
H 3.50841 -4.95607 -0.44469
H 1.07893 -5.37572 -0.96605
H -0.37575 -3.33948 -1.03295
O 2.77279 -2.19023 -2.98538
S 1.97909 -1.31190 -4.00022
O 0.54191 -1.39090 -3.62409
O 2.33863 0.10687 -3.69553
O 2.30798 -1.76169 -5.31137
*
```

***

Here is a molecular structure, C26H33CuGeN2SSb from the Open Molecules 2025 dataset. Energies are from ωB97M-V with the def2-TZVPD basis set.

Calculated values
HOMO energy: -1.77 eV
Kohn-Sham gap: 4.294 eV
LUMO energy: 2.5 eV

The geometry in ORCA input format:
```
! wB97M-V def2-TZVPD RIJCOSX def2/J DEFGRID3
* xyz -1 1
Cu -0.60766 0.02290 0.76201
C -2.29473 1.92930 -1.92252
Ge -0.51258 2.38596 -1.14960
C 0.42123 3.46130 -2.54982
C -1.04864 3.76874 0.20288
C 0.41782 0.90970 -0.44772
H -2.89113 2.81470 -2.15788
H -2.84150 1.32385 -1.19394
H -2.17081 1.33313 -2.82971
H -0.17336 4.33810 -2.82064
H 0.58850 2.86521 -3.44892
H 1.39071 3.80305 -2.18211
H -1.70220 4.54467 -0.20639
H -0.15704 4.23384 0.63006
H -1.57042 3.24568 1.00993
H 1.45882 0.77604 -0.73987
C 1.51322 -7.23619 -1.43993
C 2.08519 -6.54832 -0.37993
C 1.79914 -5.20079 -0.18338
C 0.93858 -4.50462 -1.03094
C 0.39227 -5.21455 -2.10211
C 0.66331 -6.56021 -2.30649
Sb 0.55153 -2.30464 -0.94029
C -1.56500 -2.69733 -0.75409
C -2.11052 -3.88100 -0.26916
C -3.48893 -4.05288 -0.19037
C -4.34248 -3.04988 -0.62223
C -3.81128 -1.87501 -1.14018
C -2.43666 -1.70303 -1.20366
C 1.10398 -2.30315 1.16236
C 0.51363 -3.16347 2.08687
C 0.93450 -3.20417 3.41135
C 1.97825 -2.38572 3.83555
C 2.55716 -1.50080 2.93377
C 2.11168 -1.44915 1.61736
H 1.72933 -8.28673 -1.59342
H 2.75609 -7.06116 0.30057
H 2.26081 -4.69083 0.65463
H -0.27842 -4.71053 -2.79389
H 0.21101 -7.08324 -3.14174
H -1.46183 -4.69050 0.04454
H -3.89282 -4.97705 0.20672
H -5.41611 -3.18203 -0.55875
H -4.46685 -1.08443 -1.48557
H -2.02980 -0.76985 -1.57961
H -0.29006 -3.81858 1.77527
H 0.45909 -3.88593 4.10592
H 2.32492 -2.42924 4.86217
H 3.34816 -0.83195 3.25299
H 2.54242 -0.71905 0.94258
C -3.30641 2.02941 3.43702
N -2.17136 1.32135 3.98512
C -1.16861 2.06695 4.73368
C -0.08131 1.01473 4.93182
N -0.30869 0.18494 3.76383
C -1.57046 0.30227 3.32088
S -2.26638 -0.64727 2.10806
H -3.89341 2.45961 4.24895
H -3.91591 1.32892 2.87391
H -2.97148 2.82612 2.76390
H -1.56834 2.45124 5.67206
H -0.80917 2.90513 4.12334
H -0.24361 0.44926 5.85711
H 0.92098 1.43957 4.94038
H 0.18675 -0.68133 3.59720
*
```

***

Here is a molecular structure, C14H17N3OPb at a distorted geometry from the Open Molecules 2025 dataset. Energies are from ωB97M-V with the def2-TZVPD basis set.

Calculated values
HOMO energy (spin up / spin down): -15.91 / -14.96 eV
Kohn-Sham gap (spin up / spin down): 8.328 / 4.455 eV
Relative energy (zero: lowest compared OMol25 entry of this formula, charge and spin): 0.0 kJ/mol
LUMO energy (spin up / spin down): -7.6 / -10.5 eV

The geometry in ORCA input format:
```
! wB97M-V def2-TZVPD RIJCOSX def2/J DEFGRID3
* xyz 2 1
C -0.84957 1.24453 3.90418
C -1.21064 -1.14380 3.57504
H -0.70608 2.35217 4.14067
H -1.73350 1.02268 4.50358
H -1.19634 1.22462 2.79337
H -1.90888 -1.75616 3.01749
H -0.24283 -1.70797 3.73662
H -1.60185 -0.64355 4.43992
C 0.76592 2.59301 -0.93201
C 0.88168 3.43830 -2.01761
C 1.08912 2.87348 -3.27640
C 1.00353 1.48375 -3.40041
H 0.62023 2.98170 0.07490
H 0.90493 4.51354 -1.89964
H 1.21356 3.47239 -4.15541
H 1.14799 1.01002 -4.36483
N 0.77302 1.25459 -1.04334
C 0.89152 0.67317 -2.27079
C 0.71310 -0.79021 -2.33877
N 0.61632 -1.46811 -1.15343
C 0.30288 -2.77249 -1.10646
C 0.44437 -2.89656 -3.48449
C 0.26345 -3.53270 -2.25876
H 0.13856 -3.18326 -0.11725
H 0.02507 -4.58130 -2.21717
C 0.73074 -1.54075 -3.51210
H 0.85387 -1.00759 -4.46231
H 0.46686 -3.45593 -4.41448
Pb 0.65602 -0.21945 0.66823
C -1.68144 -0.07807 0.55423
H -2.04972 -1.05851 0.26598
H -1.80029 0.50395 -0.34983
H -2.39181 0.26444 1.29327
O 1.25544 0.06712 6.42091
C 0.98163 0.29728 5.26277
N 0.63313 0.56570 4.12431
*
```

***

Here is a molecular structure, C22H26Cl2N4O4OsPS4 at a distorted geometry from the Open Molecules 2025 dataset. Energies are from ωB97M-V with the def2-TZVPD basis set.

Calculated values
HOMO energy (spin up / spin down): -10.89 / -10.86 eV
Kohn-Sham gap (spin up / spin down): 8.081 / 5.252 eV
Relative energy (zero: lowest compared OMol25 entry of this formula, charge and spin): 122.8 kJ/mol
LUMO energy (spin up / spin down): -2.8 / -5.6 eV

The geometry in ORCA input format:
```
! wB97M-V def2-TZVPD RIJCOSX def2/J DEFGRID3
* xyz 1 5
Os 0.35169 0.99286 1.58359
N -4.84085 -1.79403 -3.38499
C -4.30654 -1.40150 -2.19720
C -3.33844 -2.18966 -1.55551
C -2.78081 -1.78231 -0.36614
C -3.19629 -0.58022 0.21314
C -4.18233 0.20407 -0.39593
C -4.72306 -0.20360 -1.58977
S -2.48338 -0.11725 1.70334
O -1.35207 -0.99077 1.97319
O -3.44122 0.15233 2.71556
N -1.59436 1.26985 1.39376
C -1.90457 2.57788 1.00087
N -0.76035 3.25236 0.89421
C -0.84762 4.50769 0.46976
C -2.07952 5.07585 0.19020
C -3.19522 4.27921 0.37151
N -3.12116 3.00267 0.77669
H -4.58376 -2.66780 -3.80435
H -5.54471 -1.24522 -3.84193
H -3.03331 -3.12969 -2.00025
H -2.03680 -2.39128 0.12582
H -4.52270 1.11810 0.07384
H -5.49205 0.39384 -2.06438
H 0.07962 5.05662 0.36197
H -2.16171 6.09801 -0.14831
H -4.19045 4.66309 0.18567
Cl 2.70049 0.96137 1.89963
C 2.98158 1.02854 3.64095
C 4.29435 0.97070 4.05301
C 4.52803 1.02016 5.41653
C 3.46855 1.11915 6.30705
C 2.16491 1.17257 5.84522
Cl 0.87313 1.28714 6.98168
C 1.88955 1.13434 4.47682
S 0.24803 1.22027 3.88114
H 5.10198 0.88532 3.33756
H 5.54311 0.97978 5.78713
H 3.64692 1.15541 7.37311
C 3.23713 -3.58917 -1.11561
C 2.43808 -2.78795 -0.11227
C 0.94517 -3.00023 -0.20209
O 2.80598 -1.36551 -0.20893
P 2.39440 -0.25595 -1.24567
S 3.64724 1.16788 -1.32917
S 0.48707 0.47047 -0.69811
O 2.06055 -1.08971 -2.53223
C 1.46215 -0.71073 -3.81709
C 1.60474 0.76157 -4.12773
C 0.02785 -1.19611 -3.80886
H 3.14428 -4.64918 -0.87032
H 4.29243 -3.32009 -1.07404
H 2.87295 -3.43193 -2.12940
H 2.77976 -3.03354 0.89071
H 0.56992 -2.74725 -1.19565
H 0.41004 -2.40823 0.53946
H 0.73317 -4.05558 -0.01565
H 2.04586 -1.28929 -4.52890
H 1.06683 1.38059 -3.40578
H 1.17223 0.93490 -5.11420
H 2.64702 1.07747 -4.14037
H -0.56084 -0.66188 -3.05988
H -0.01953 -2.26481 -3.59493
H -0.42314 -1.02162 -4.78748
*
```